The following is a quantum chemistry calculation of 6 unconnected molecules or ions with the total composition C25H68Br4N9O4P3 in a non-equilibrium geometry, from the Open Molecules 2025 dataset.

Summary:
**E_tot**: -356666.9612 eV
**Frontier orbital gap**: 8.60 eV
**SMILES**: CN(C)P(=O)(N(C)C)N(C)C.CN(C)P(=O)(N(C)C)N(C)C.CN(C)P(=O)(N(C)C)N(C)C.CC(C)=O.BrCCBr.BrCCBr

Element x y z (Å)
C 20.1014 11.2124 18.2023
N 19.8883 10.4996 16.9645
C 21.1194 10.1875 16.1871
P 18.3457 9.7415 16.5882
O 18.1259 9.5458 15.1288
N 18.3799 8.3256 17.4810
C 18.3850 8.3318 18.9190
C 19.1712 7.2767 16.8696
N 17.1605 10.7340 17.3594
C 15.8025 10.0602 17.4475
C 17.1099 12.2160 17.0280
H 19.8226 12.2548 18.0482
H 21.1421 11.2240 18.5262
H 19.5537 10.8321 19.0646
H 21.9344 10.7844 16.5964
H 20.9354 10.5872 15.1899
H 21.2853 9.1153 16.2923
H 18.1816 7.3257 19.2856
H 19.2986 8.7592 19.3322
H 17.4585 8.7778 19.2807
H 19.1516 7.3353 15.7814
H 20.2289 7.2800 17.1334
H 18.7757 6.2776 17.0526
H 15.5536 9.4690 18.3288
H 15.0674 10.8604 17.3620
H 15.6720 9.4218 16.5737
H 16.4933 12.8032 17.7086
H 16.5873 12.3734 16.0845
H 18.0829 12.6928 16.9096
C 12.6914 16.1736 7.4096
N 11.7902 15.3789 8.2672
C 10.4482 15.1940 7.6987
P 11.9738 15.3548 10.0052
O 10.8085 14.6709 10.7484
N 13.5053 14.5188 10.2344
C 14.2163 14.6239 11.5167
C 13.7845 13.2748 9.5417
N 12.1777 17.0336 10.4316
C 10.9885 17.8462 10.7331
C 13.4245 17.8719 10.3186
H 13.6722 16.3794 7.8382
H 12.2047 17.1370 7.2576
H 12.9670 15.7494 6.4441
H 10.5349 15.0649 6.6198
H 9.7867 16.0597 7.6667
H 10.0235 14.3508 8.2434
H 13.8594 13.9135 12.2624
H 15.3036 14.6232 11.4400
H 13.9818 15.5734 11.9979
H 13.3937 13.2322 8.5250
H 14.8518 13.0543 9.5271
H 13.2301 12.4645 10.0151
H 10.0950 17.2708 10.4906
H 10.9650 18.0368 11.8060
H 10.9871 18.8328 10.2697
H 13.1907 18.7792 9.7616
H 14.2092 17.2662 9.8653
H 13.8036 18.1702 11.2961
C 11.8296 6.9420 11.2557
N 12.0384 8.3154 11.0193
C 12.7396 8.5964 9.7536
P 10.9686 9.5228 11.6356
O 10.3424 9.0778 12.9125
N 11.9043 10.9080 11.9437
C 13.1871 10.7655 12.6736
C 11.2091 12.1464 12.2545
N 9.9294 10.0401 10.3229
C 8.5700 10.3054 10.6360
C 10.4252 10.7567 9.1312
H 11.1771 6.8209 12.1204
H 12.7853 6.4330 11.3811
H 11.1280 6.5037 10.5458
H 13.7876 8.3051 9.8235
H 12.7535 9.6600 9.5157
H 12.2928 8.0936 8.8959
H 13.8792 11.5186 12.2970
H 13.0174 11.0217 13.7194
H 13.5773 9.7514 12.5873
H 10.5042 11.9136 13.0527
H 11.8273 13.0244 12.4415
H 10.5503 12.4103 11.4271
H 8.4442 11.3357 10.9688
H 7.9265 10.2124 9.7612
H 8.2232 9.5546 11.3460
H 11.1782 11.4722 9.4615
H 9.6434 11.3648 8.6760
H 10.9354 10.1568 8.3777
C 20.4214 8.1052 13.2504
C 20.7215 8.3589 11.8396
C 20.1172 7.3974 10.9038
O 21.5765 9.1920 11.4331
H 20.6124 9.0443 13.7697
H 21.0464 7.2941 13.6241
H 19.3642 7.8799 13.3910
H 20.2714 7.6986 9.8677
H 19.0988 7.0564 11.0903
H 20.6511 6.4666 11.0948
Br 21.2061 13.7552 15.6953
C 22.9004 14.2699 14.7523
C 22.6774 14.2003 13.1805
Br 21.8580 15.9366 12.7001
H 23.7794 13.7060 15.0646
H 23.1446 15.3225 14.8948
H 22.0178 13.3665 12.9397
H 23.6202 14.0749 12.6482
Br 16.4089 11.1228 11.4017
C 16.9642 11.9514 13.0944
C 18.4582 11.8762 13.3253
Br 19.4708 12.9976 12.0338
H 16.4610 11.3848 13.8779
H 16.6693 12.9987 13.1603
H 18.7702 10.8361 13.2310
H 18.7092 12.2473 14.3190

Atoms 1-3, force components in eV/Å:
-0.3 0.6 0.4
-1.2 -0.5 -0.5
-1.6 0.6 0.4

Löwdin atomic charge list, values in e, 4 entries: -0.165, -0.287, -0.108, 0.614